Record 1
ORCA calculation (ωB97M-V/def2-TZVPD) on a 2-piece molecular cluster, C14H16 overall in a non-equilibrium geometry.

Output
HOMO (eV): -8.958
Energy above the lowest of the compared OMol25 structures with the same formula, charge and spin (kcal per mole): 20.2
Energy (Eh): -543.0406
Max |F| (eV/Å): 2.58

Last column: Mulliken charge in e.
Cartesian coordinates (Å):
C1 -2.6444 0.1348 -4.6158  -1.41
C2 -2.4760 -0.4109 -3.2484  0.90
C3 -3.1267 -1.4702 -2.6444  -0.59
C4 -2.8992 -1.8787 -1.3344  -0.40
C5 -1.7964 -1.3851 -0.6566  -0.61
C6 -1.0668 -0.3633 -1.2517  -0.26
C7 -1.4026 0.1315 -2.4940  -0.48
H1 -3.0474 1.1455 -4.6621  0.30
H2 -3.2685 -0.4473 -5.3007  0.38
H3 -1.6614 0.1973 -5.0924  0.33
H4 -4.0484 -1.7541 -3.1575  0.28
H5 -3.6419 -2.4890 -0.8381  0.36
H6 -1.5259 -1.7126 0.3367  0.41
H7 -0.1057 -0.0637 -0.8462  0.47
H8 -0.8229 0.9466 -2.9131  0.33
C8 4.1195 -0.3847 3.3183  -1.43
C9 2.9256 0.4124 2.8108  0.92
C10 3.1306 1.1368 1.6480  -0.35
C11 2.0058 1.6992 1.0417  -0.52
C12 0.7341 1.3547 1.4772  -0.43
C13 0.5396 0.8178 2.7550  -0.76
C14 1.6720 0.2760 3.3813  -0.34
H9 4.9590 0.1594 3.7350  0.32
H10 4.4947 -1.0446 2.5313  0.32
H11 3.7634 -1.0656 4.0842  0.36
H12 4.1156 1.3322 1.2552  0.39
H13 2.0972 2.2431 0.1105  0.36
H14 -0.1191 1.7124 0.9104  0.53
H15 -0.4592 0.4664 2.9822  0.34
H16 1.4944 -0.3084 4.2757  0.30

***

Record 2
ORCA calculation (ωB97M-V/def2-TZVPD) on a 2-piece molecular cluster, C14H16 overall in a non-equilibrium geometry.

Output
HOMO (eV): -8.920
Energy above the lowest of the compared OMol25 structures with the same formula, charge and spin (kcal per mole): 10.6
Energy (Eh): -543.0560
Max |F| (eV/Å): 1.31

Last column: Mulliken charge in e.
Cartesian coordinates (Å):
C1 -1.3221 1.8619 3.1618  -1.37
C2 -0.5241 0.6085 2.9340  0.92
C3 -0.8637 -0.3041 1.9319  -0.58
C4 -0.1308 -1.4686 1.7540  -0.18
C5 0.8979 -1.7519 2.6350  -0.53
C6 1.3213 -0.8154 3.5574  -0.50
C7 0.5564 0.3309 3.7579  -0.49
H1 -2.3354 1.6547 3.5229  0.30
H2 -1.3809 2.4958 2.2801  0.30
H3 -0.8946 2.4721 3.9585  0.36
H4 -1.7582 -0.0995 1.3590  0.34
H5 -0.3110 -2.0337 0.8511  0.39
H6 1.4613 -2.6833 2.5921  0.36
H7 2.1977 -0.9346 4.1768  0.39
H8 0.9046 1.0711 4.4694  0.29
C8 -0.6021 -1.8689 -3.8271  -1.35
C9 -0.0130 -0.6502 -3.1841  0.48
C10 0.2910 0.4805 -3.9329  -0.29
C11 0.6968 1.6678 -3.3322  -0.70
C12 0.6925 1.7544 -1.9512  -0.39
C13 0.4766 0.6169 -1.1689  -0.20
C14 0.1959 -0.5801 -1.8004  -0.11
H9 -0.5983 -2.7064 -3.1259  0.35
H10 0.0045 -2.1832 -4.6756  0.35
H11 -1.6059 -1.7386 -4.2278  0.29
H12 0.1855 0.3869 -5.0133  0.36
H13 0.8321 2.5748 -3.9010  0.34
H14 0.7899 2.7115 -1.4618  0.38
H15 0.7642 0.6216 -0.1182  0.41
H16 0.0721 -1.4908 -1.2217  0.06

***

Record 3
ORCA calculation (ωB97M-V/def2-TZVPD) on a 2-piece molecular cluster, C14H16 overall in a non-equilibrium geometry.

Output
HOMO (eV): -8.530
Energy above the lowest of the compared OMol25 structures with the same formula, charge and spin (kcal per mole): 55.1
Energy (Eh): -542.9851
Max |F| (eV/Å): 5.09

Last column: Mulliken charge in e.
Cartesian coordinates (Å):
C1 -1.8570 -1.7370 2.3105  -1.63
C2 -1.3318 -0.5264 1.5577  0.90
C3 -0.4509 0.3948 2.1041  -0.88
C4 -0.3012 1.5593 1.3440  -0.09
C5 -1.0017 1.8851 0.2202  -0.42
C6 -1.9289 0.9527 -0.2483  -0.38
C7 -2.0380 -0.2451 0.3442  -0.25
H1 -1.9866 -2.6666 1.8775  0.45
H2 -2.8437 -1.5045 2.7866  0.36
H3 -1.1804 -2.0403 3.1563  0.35
H4 0.1967 0.2667 2.9597  0.42
H5 0.3699 2.4279 1.8380  0.18
H6 -0.8655 2.8094 -0.3671  0.38
H7 -2.3103 1.0701 -1.3172  0.27
H8 -2.8627 -0.9175 0.0814  0.34
C8 0.6235 -2.3649 -0.3361  -1.29
C9 1.0703 -1.0734 -0.8822  0.83
C10 1.7313 -0.2547 -0.0092  -0.01
C11 2.2138 1.0364 -0.4343  -0.98
C12 1.8575 1.3824 -1.7626  -0.38
C13 1.0780 0.6606 -2.6477  -1.03
C14 0.6368 -0.6117 -2.1310  -0.09
H9 0.6742 -3.1589 -1.1884  0.37
H10 -0.3200 -2.4591 0.3775  -0.01
H11 1.2391 -2.9452 0.4081  0.35
H12 2.0525 -0.6434 0.9548  0.40
H13 2.7554 1.6679 0.2537  0.48
H14 2.2944 2.2626 -2.0535  0.46
H15 0.8954 0.8623 -3.6425  0.56
H16 0.0809 -1.3802 -2.7003  0.34

***

Record 4
ORCA calculation (ωB97M-V/def2-TZVPD) on a 2-piece molecular cluster, C14H16 overall in a non-equilibrium geometry.

Output
HOMO (eV): -8.820
Energy above the lowest of the compared OMol25 structures with the same formula, charge and spin (kcal per mole): 15.0
Energy (Eh): -543.0490
Max |F| (eV/Å): 2.47

Last column: Mulliken charge in e.
Cartesian coordinates (Å):
C1 0.1632 1.2855 2.8247  -1.45
C2 1.0879 1.3443 1.6016  0.81
C3 0.9550 0.3450 0.6342  -0.34
C4 1.8131 0.4628 -0.4457  -0.32
C5 2.6288 1.5571 -0.6616  -0.74
C6 2.6584 2.5650 0.2874  -0.26
C7 1.8570 2.4786 1.4135  -0.70
H1 -0.7201 0.6854 2.6308  0.29
H2 -0.0491 2.2782 3.2162  0.40
H3 0.8237 0.8587 3.5904  0.32
H4 0.4052 -0.5398 0.9070  0.49
H5 1.7840 -0.2496 -1.2537  0.38
H6 3.3604 1.6051 -1.4542  0.37
H7 3.1954 3.5012 0.1536  0.34
H8 1.9297 3.2173 2.2011  0.32
C8 -1.9160 -2.3603 1.3242  -1.33
C9 -1.7503 -1.7972 -0.0655  0.69
C10 -1.8855 -0.4227 -0.2899  -0.08
C11 -1.6468 0.0848 -1.5558  -0.55
C12 -1.1414 -0.6795 -2.5993  -0.51
C13 -1.0457 -2.0486 -2.3973  -0.56
C14 -1.3834 -2.5703 -1.1566  -0.38
H9 -2.8307 -1.9440 1.7432  0.33
H10 -1.1314 -1.8971 1.9277  0.27
H11 -1.9794 -3.4400 1.3740  0.41
H12 -2.2416 0.2205 0.5057  0.33
H13 -1.6068 1.1689 -1.6223  0.34
H14 -0.8898 -0.1841 -3.5280  0.41
H15 -0.7774 -2.7244 -3.1993  0.40
H16 -1.3185 -3.6428 -0.9865  0.32